(1)
{"formula": "C8H10N2O", "method": "ωB97M-V/def2-TZVPD", "energy_ha": -495.3268, "charge": 0, "de_lowest_kj_mol": 753.02, "species": ["O", "N", "N", "C", "C", "C", "C", "C", "C", "C", "C", "H", "H", "H", "H", "H", "H", "H", "H", "H", "H"], "positions_angstrom": [[-1.2804, 2.3221, -0.4144], [-0.6489, 0.7693, -1.7077], [-0.0585, -0.2908, -2.2338], [1.0611, -0.7876, -0.1723], [1.0165, -1.1483, 1.2412], [0.7127, -0.9818, -1.4294], [1.4706, 0.0895, 2.0269], [-1.3987, 1.6024, -2.4879], [-1.7571, 2.6277, -1.6721], [-0.5763, 1.2120, -0.4766], [-0.3591, -1.9107, 1.5073], [-1.2351, -1.0957, 1.4801], [-2.3157, 3.5941, -1.8106], [1.7701, -0.0417, 3.0460], [-0.2421, -2.3810, 2.5338], [2.2048, 0.6113, 1.5395], [1.9313, -1.7074, 1.3570], [1.3283, -1.7137, -1.8270], [-1.6147, 1.3301, -3.4566], [-0.5768, -2.6895, 0.8396], [0.5679, 0.5898, 2.1171]], "atomic_forces_ev_per_a": [[-0.340, 1.499, -0.288], [-0.542, 0.816, 0.676], [0.821, -1.854, -2.121], [-0.162, 1.854, 1.640], [-0.656, -0.373, -1.860], [-1.127, 1.380, 0.573], [-2.015, -1.658, 1.515], [-0.429, 1.796, 1.751], [-0.749, 0.318, -0.681], [1.534, -2.179, 1.536], [0.451, 2.982, 3.275], [1.967, -1.868, 0.190], [0.719, -1.508, 0.235], [0.388, -0.893, 0.634], [-0.699, 0.614, -0.944], [1.506, 1.303, -1.419], [0.232, -1.460, -0.202], [0.891, -1.847, -1.330], [-0.327, -0.141, -1.907], [0.017, -0.812, -1.225], [-1.481, 2.032, -0.047]], "lowdin_charge": [0.0020, -0.1708, 0.0316, 0.1085, -0.4005, -0.2299, -0.0672, -0.0189, -0.0691, -0.0499, -0.0430, 0.1227, 0.1382, 0.0757, 0.0816, 0.0562, 0.1420, 0.1098, 0.0991, 0.0390, 0.0429]}

(2)
{"formula": "C8H10N2O", "method": "ωB97M-V/def2-TZVPD", "energy_ha": -495.3981, "charge": 0, "de_lowest_kj_mol": 565.76, "species": ["O", "N", "N", "C", "C", "C", "C", "C", "C", "C", "C", "H", "H", "H", "H", "H", "H", "H", "H", "H", "H"], "positions_angstrom": [[-1.2405, 0.3633, 1.9292], [0.4461, 2.6763, 0.3247], [0.4131, 1.7074, 1.4447], [-0.8475, -0.7621, -0.9205], [0.0989, -0.1069, -0.1306], [1.4565, -0.1200, -0.3638], [-0.2805, 0.5955, 1.0915], [-2.0409, -0.7511, 1.9240], [0.9841, -1.5376, -2.2836], [-0.3938, -1.5544, -1.8880], [1.8663, -0.8272, -1.4371], [1.2741, -2.2640, -2.9500], [0.0712, 2.1246, 2.2637], [-1.8283, -1.6836, 1.5230], [2.1278, 0.1894, 0.4171], [2.8641, -0.8719, -1.7676], [-1.1359, -2.1150, -2.5509], [-0.4530, 3.1514, 0.2943], [-2.6682, -0.7461, 2.8427], [1.0833, 3.4177, 0.6480], [-1.7971, -0.8858, -0.4108]], "atomic_forces_ev_per_a": [[0.014, -1.881, -1.456], [0.564, 0.432, 1.306], [1.390, 1.443, -2.130], [-0.101, 0.403, 3.191], [-0.609, 0.543, 1.716], [-0.431, -0.385, 0.477], [-1.014, -0.191, 0.513], [-2.082, 2.093, 2.581], [-2.332, 1.492, 3.687], [0.506, -1.487, -4.514], [-0.261, -1.432, -2.905], [1.033, -1.046, -1.785], [-0.577, 0.434, 1.357], [1.178, -1.141, -1.010], [0.219, 0.625, -0.219], [1.430, -0.028, 0.226], [1.137, 0.499, 1.169], [-0.292, -0.179, -0.081], [0.688, 0.063, -0.863], [-0.036, -0.544, -0.371], [-0.422, 0.286, -0.889]], "lowdin_charge": [-0.0109, 0.0485, -0.0182, -0.0518, -0.1629, -0.0432, -0.3193, -0.0771, -0.0358, -0.0859, -0.0756, 0.0685, 0.1102, 0.0147, 0.1219, 0.0894, 0.1298, 0.0758, 0.0447, 0.0825, 0.0949]}

(3)
{"formula": "C8H10N2O", "method": "ωB97M-V/def2-TZVPD", "energy_ha": -495.4031, "charge": 0, "de_lowest_kj_mol": 552.53, "species": ["O", "N", "N", "C", "C", "C", "C", "C", "C", "C", "C", "H", "H", "H", "H", "H", "H", "H", "H", "H", "H"], "positions_angstrom": [[1.8736, 1.4720, -1.7606], [0.8161, -1.4826, -1.5599], [-0.7099, -1.1473, -0.0038], [2.5996, 0.3821, 1.5070], [2.0478, 0.8804, 0.5700], [-1.5944, -0.5746, 1.0258], [0.1927, -2.6438, -1.3470], [0.0952, 2.2812, -0.3883], [-0.8086, -2.4648, -0.4138], [1.2248, 1.3154, -0.5064], [0.2526, -0.5920, -0.7116], [2.7125, 0.9443, -1.7769], [0.6876, 3.2459, -0.1263], [-0.6434, 2.1529, 0.3481], [-0.3054, 2.5966, -1.3105], [0.6303, -3.5234, -1.8112], [-1.7487, -1.5156, 1.4628], [-1.3977, -3.1901, 0.1254], [3.1971, 0.1956, 2.3432], [-1.1438, 0.2473, 1.6183], [-2.5716, -0.1653, 0.6173]], "atomic_forces_ev_per_a": [[0.201, -0.333, 1.781], [0.443, 2.800, 1.047], [-0.847, 0.552, 0.130], [0.248, 0.607, -0.122], [-0.572, 0.213, 0.171], [-0.321, 0.885, -1.709], [-0.579, -0.487, 0.524], [3.393, 2.982, 0.731], [0.595, -0.964, 0.071], [-1.750, -4.034, -3.212], [3.065, 1.950, -2.080], [-1.183, 0.435, 0.166], [-1.091, -1.036, 0.085], [-0.662, -0.605, 0.897], [-0.612, -0.496, -1.306], [-0.737, -0.061, 0.081], [-1.051, -0.439, 2.236], [-0.218, 0.148, -0.115], [0.396, -0.467, 0.645], [0.101, -1.038, -0.182], [1.182, -0.612, 0.160]], "lowdin_charge": [0.0005, 0.0462, -0.1410, 0.1582, -0.0982, -0.0056, -0.1885, -0.0284, -0.0965, -0.3728, -0.1373, 0.1298, 0.1276, 0.0552, 0.0743, 0.0960, 0.0555, 0.1011, 0.0243, 0.0904, 0.1091]}